Molecular formula: C5H13O5P
Method: DFT, the ωB97M-V functional and the def2-TZVPD basis

Structure (XYZ):
```
24
Properties=species:S:1:pos:R:3:forces:R:3:nbo_charge:R:1
C -0.3372 1.0007 3.2331 -3.0 -2.0 -0.3 -0.256
C -2.7245 0.3341 -0.4606 -0.8 2.1 -1.1 -0.287
C 0.0738 -0.2280 -2.2894 -3.1 -1.1 -1.4 -0.262
C 3.2340 -1.2759 -0.9074 1.1 -1.6 0.4 -0.242
C -0.8522 1.0484 0.9365 0.7 -2.2 -2.5 0.686
O -0.2182 -0.3049 0.6794 1.0 -2.4 -0.7 -0.987
O -1.3449 0.9510 2.1615 -0.1 0.3 1.0 -0.522
O -1.7704 1.3569 -0.0665 0.0 -0.5 0.7 -0.547
O -0.0657 -1.5091 -1.6501 0.3 -0.4 1.6 -0.834
O 2.0742 -0.9660 -0.2390 -2.8 0.1 1.6 -0.847
P 0.5468 -1.7313 -0.1133 -0.4 4.9 -0.4 1.661
H -0.8064 0.3169 3.9697 0.4 0.8 0.0 0.201
H -0.3152 2.0008 3.5245 0.4 1.5 0.9 0.185
H 0.5907 0.5616 2.9975 1.1 -0.2 -0.8 0.199
H -3.1809 0.7739 -1.4382 0.5 -0.6 1.8 0.188
H -3.5331 0.3011 0.3376 1.1 -0.8 -1.1 0.205
H -2.1586 -0.5271 -0.8321 -0.6 -0.4 0.9 0.209
H -0.4985 -0.3256 -3.2614 0.9 -0.1 0.8 0.186
H 1.0836 -0.1206 -2.4471 2.2 1.0 -0.5 0.182
H -0.4451 0.5930 -1.7996 0.5 -0.1 0.6 0.206
H 3.9289 -1.9612 -0.2954 -1.3 0.1 -1.1 0.170
H 3.8542 -0.3986 -0.9288 0.0 0.8 -0.6 0.187
H 2.9152 -1.6266 -1.8956 1.1 -0.3 -0.1 0.175
H -0.0506 1.7365 0.7848 0.6 0.7 0.2 0.143
```
Positions in Å, forces in eV/Å.

## Properties
Largest force on an atom = 4.884 eV/A
SMILES = COC(OC)OP(OC)OC
LUMO = 0.89 eV
Net charge = 0
HOMO-LUMO gap = 10.459 eV
Relative energy (zero: lowest compared OMol25 entry of this formula, charge and spin) = 53.06 kcal per mole

Molecular formula: C5H13OS
Method: DFT, the ωB97M-V functional and the def2-TZVPD basis

Structure (XYZ):
```
20
Properties=species:S:1:pos:R:3:forces:R:3:nbo_charge:R:1
C -1.7318 -0.4052 1.3551 0.6 0.1 -0.2 -0.010
O -0.6559 -0.3043 0.5314 -0.4 -0.1 -0.1 -0.988
C -1.3365 -0.8367 2.7671 -0.2 0.4 0.7 -0.630
H -2.5194 -1.1274 1.0156 0.0 0.0 -0.1 0.070
H -2.2617 0.5719 1.4736 -0.2 0.0 0.0 0.077
H -2.2263 -0.9769 3.4062 0.1 -0.2 -0.1 0.159
H -0.7458 -0.0406 3.2362 0.1 0.0 -0.1 0.179
H -0.7130 -1.7335 2.7642 -0.2 -0.1 -0.1 0.186
C 1.7300 1.8466 -0.5224 0.4 0.0 0.5 -0.605
C 1.7732 0.3758 -0.9309 -0.4 0.3 0.2 -0.570
S 1.3304 0.1409 -2.6787 0.2 0.2 0.1 0.106
C -0.1679 -0.8369 -2.5351 -0.2 -0.5 -0.6 -0.753
H 1.7288 1.9050 0.5725 -0.1 -0.1 -0.1 0.207
H 0.8236 2.3353 -0.8721 0.0 -0.1 -0.1 0.214
H 2.6066 2.4222 -0.8439 -0.1 -0.1 -0.3 0.172
H 1.0057 -0.1329 -0.3145 0.3 0.0 -0.3 0.330
H 2.7641 -0.0479 -0.7694 0.0 0.0 0.1 0.184
H 0.0810 -1.8955 -2.4270 -0.1 0.1 0.2 0.194
H -0.8206 -0.5188 -1.7215 0.2 0.1 0.2 0.286
H -0.6647 -0.7410 -3.5065 -0.1 0.1 0.1 0.192
```
Positions in Å, forces in eV/Å.

## Properties
Largest force on an atom = 0.830 eV/A
LUMO = 3.49 eV
Net charge = -1
HOMO-LUMO gap = 6.393 eV
Relative energy (zero: lowest compared OMol25 entry of this formula, charge and spin) = 32.59 kcal per mole

Molecular formula: C5H13PS
Method: DFT, the ωB97M-V functional and the def2-TZVPD basis

Structure (XYZ):
```
20
Properties=species:S:1:pos:R:3:forces:R:3:nbo_charge:R:1
C -0.1506 -1.8486 0.7827 1.5 0.1 -0.2 -0.655
C 0.8862 0.8770 1.8821 0.6 0.6 -1.5 -0.655
C 1.7645 1.2108 -0.4752 -1.0 0.3 -0.3 -0.626
C 0.6044 -0.8177 -0.0038 -1.1 -1.5 -1.8 -0.198
C 1.0181 0.3152 0.4553 1.3 3.4 1.4 0.010
P -4.3496 0.1072 -1.4892 1.5 -0.1 -2.3 0.221
S -3.6662 -0.0424 0.4062 1.9 0.1 2.1 -0.317
H -1.2110 -1.6906 0.7249 -0.6 -0.7 -0.7 0.229
H 0.3089 -2.7950 0.4462 -1.2 -0.1 0.4 0.223
H 0.0368 -1.7101 1.8431 0.4 -0.2 0.2 0.204
H 0.4452 0.0789 2.4197 -0.4 -0.1 1.4 0.214
H 0.3870 1.8704 1.9566 -0.6 -1.0 -0.4 0.219
H 1.8612 1.2064 2.2576 0.2 -0.8 0.1 0.217
H 1.4229 2.2614 -0.3213 0.0 -0.6 -0.9 0.205
H 2.7988 1.2420 -0.2479 1.2 -0.1 0.4 0.208
H 1.6603 0.7326 -1.4685 0.1 1.2 0.1 0.209
H 0.8001 -0.9275 -1.1328 -0.5 -0.5 1.8 0.191
H -5.5496 -0.4074 -1.1386 -1.6 -0.1 0.3 -0.024
H -4.5334 1.4722 -1.3856 -1.0 0.7 -0.3 -0.031
H -2.4203 0.5105 0.1542 -0.8 -0.6 0.2 0.154
```
Positions in Å, forces in eV/Å.

## Properties
Largest force on an atom = 3.911 eV/A
SMILES = CC=C(C)C.PS
LUMO = 0.73 eV
Net charge = 0
HOMO-LUMO gap = 9.423 eV
Relative energy (zero: lowest compared OMol25 entry of this formula, charge and spin) = 67.28 kcal per mole

Molecular formula: C5H13S
Method: DFT, the ωB97M-V functional and the def2-TZVPD basis

Structure (XYZ):
```
19
Properties=species:S:1:pos:R:3:forces:R:3:nbo_charge:R:1
C -0.8582 -1.1305 -2.4688 0.4 -0.5 0.6 -0.632
C 0.3973 -1.8338 -1.9228 0.2 0.1 0.1 -0.405
C 0.3019 -2.0204 -0.3972 -0.4 0.0 -0.1 -0.524
S 0.2111 -0.4193 0.4442 0.0 0.2 0.4 -0.733
H -1.7484 -1.7576 -2.3343 0.1 0.0 0.0 0.178
H -0.7570 -0.9135 -3.5236 0.0 0.3 -0.3 0.178
H -0.9831 -0.2396 -1.8424 -0.1 0.0 -0.4 0.252
H 0.5852 -2.8015 -2.4203 -0.2 0.1 0.0 0.163
H 1.2913 -1.1916 -2.1081 -0.6 -0.4 0.0 0.192
H 1.1713 -2.5662 -0.0300 0.1 -0.1 -0.1 0.176
H -0.5927 -2.6291 -0.1333 0.4 0.2 -0.3 0.165
C 0.5082 2.9657 1.4590 -0.7 0.9 -0.6 -0.609
C -0.6589 2.4525 2.3259 -0.1 0.2 -0.5 -0.618
H 1.0499 3.7892 1.9722 -0.2 -0.4 -0.3 0.170
H 0.1124 3.3625 0.4595 0.6 -0.6 1.3 0.192
H 1.1977 2.1484 1.2459 0.0 0.1 0.0 0.244
H -1.4859 3.1889 2.4257 0.5 -0.3 -0.1 0.172
H -1.0397 1.5281 1.8824 -0.1 0.2 0.0 0.253
H -0.3202 2.1901 3.3215 0.1 0.0 0.3 0.187
```
Positions in Å, forces in eV/Å.

## Properties
Largest force on an atom = 1.563 eV/A
LUMO = 4.20 eV
Net charge = -1
HOMO-LUMO gap = 6.536 eV
Relative energy (zero: lowest compared OMol25 entry of this formula, charge and spin) = 2.31 kcal per mole